Record 1
The following is a quantum chemistry calculation of a structure of composition C21H47OP3STl at a distorted geometry, from the Open Molecules 2025 dataset.

Values from the calculation:
Total charge ... +3
Frontier orbital gap (spin up / spin down) ... 4.82 / 4.69 eV
Multiplicity ... 1
HOMO energy (spin up / spin down) ... -0.6039 / -0.6167 hartree
Energy relative to the best compared isomer or geometry (same formula, charge and spin) ... 35.9 kcal/mol
Electronic energy ... -2497.24120 Eh

```
74
Properties=species:S:1:pos:R:3:forces:R:3:lowdin_charge:R:1
Tl -0.452786 -0.171519 -0.392394 0.286 1.611 0.491 0.666
P 1.815257 1.333136 0.749291 0.867 -0.390 1.328 0.720
P -2.259728 2.150865 0.022882 -1.091 0.163 0.732 0.749
P 0.636509 1.486064 -2.464246 0.413 -0.259 -1.274 0.682
H -0.611233 -4.755621 -1.610977 0.885 -0.392 -0.602 0.072
C 0.331907 -4.750236 -2.208435 0.306 0.850 0.179 -0.111
C 1.547294 -4.579321 -1.655451 -0.502 -0.688 -0.013 -0.044
H 1.721724 -4.658174 -0.563764 -0.190 0.327 -0.808 0.068
C 2.033155 0.782206 2.493986 -0.105 -0.018 0.037 -0.263
C 1.988297 3.146663 0.971061 -0.473 0.211 -0.270 -0.245
C 3.477197 0.903581 0.083010 -0.104 -0.184 -0.275 -0.248
C -3.956690 1.744115 -0.578658 0.279 -0.286 -0.185 -0.254
C -2.573204 2.429114 1.825464 0.207 -0.147 -0.015 -0.237
C -2.072989 3.886437 -0.586865 0.567 -0.204 -0.222 -0.232
C 1.841195 0.313651 -3.234161 -0.213 -0.223 -0.147 -0.275
C 1.509992 3.065436 -2.806091 -0.050 0.371 0.615 -0.232
C -0.750561 1.686762 -3.643379 -0.075 -0.267 -0.227 -0.273
H 0.273650 -4.772245 -3.319040 -0.198 -0.238 0.927 0.026
H 2.432147 -4.533079 -2.303527 -0.319 -0.023 0.407 0.063
H 2.254655 -0.292864 2.538524 0.029 0.431 -0.048 0.036
H 1.101986 0.953193 3.053319 0.316 0.033 -0.117 0.048
H 2.860255 1.329094 2.969394 -0.261 -0.127 -0.122 0.072
H 1.151562 3.524341 1.575028 0.242 -0.045 -0.128 0.048
H 1.973487 3.662108 0.001307 0.043 -0.066 0.284 0.030
H 2.935306 3.371936 1.488101 -0.337 -0.170 -0.194 0.073
H 3.653753 -0.172934 0.228009 -0.006 0.323 -0.072 0.060
H 4.257272 1.471914 0.616002 -0.323 -0.210 -0.176 0.073
H 3.545556 1.120456 -0.992469 0.089 -0.002 0.377 0.015
H -4.629727 2.576840 -0.335809 0.161 -0.195 -0.055 0.066
H -4.331937 0.828115 -0.098821 0.139 0.277 -0.122 0.053
H -3.951682 1.587660 -1.668556 -0.038 0.081 0.350 0.050
H -3.549169 2.931599 1.928524 0.366 -0.141 0.010 0.071
H -1.788453 3.068576 2.264446 -0.302 -0.267 -0.201 0.057
H -2.597242 1.474359 2.379943 -0.022 0.433 -0.273 0.038
H -3.012579 4.415762 -0.367271 0.268 -0.180 -0.062 0.073
H -1.877334 3.923053 -1.672851 -0.177 0.008 0.488 0.034
H -1.245760 4.391324 -0.064505 -0.272 -0.181 -0.167 0.053
H 1.795543 0.438829 -4.323221 0.177 0.042 0.153 0.059
H 1.593035 -0.734259 -3.013917 0.100 0.305 0.024 0.004
H 2.872654 0.503626 -2.889159 -0.552 0.012 -0.151 0.049
H 1.635625 3.133522 -3.897466 -0.031 -0.062 0.289 0.076
H 2.494724 3.118077 -2.324051 -0.256 -0.092 -0.138 0.052
H 0.910375 3.920258 -2.460098 0.182 -0.223 -0.160 0.056
H -0.321945 1.803444 -4.648189 -0.185 0.126 0.157 0.065
H -1.345002 2.579537 -3.393553 0.295 -0.294 -0.090 0.044
H -1.419908 0.819559 -3.662274 0.123 0.154 0.100 0.013
C -0.759994 -2.978516 -5.812188 0.659 0.179 0.365 -0.505
C -1.750095 -2.767576 -6.811633 -0.829 -0.165 -0.793 -0.021
C -1.908667 -3.703364 -7.847493 -0.863 1.664 0.726 0.007
C -1.039698 -4.794176 -7.965899 -0.435 -0.017 -0.235 0.049
C 0.072653 -4.868921 -7.121097 0.538 0.712 1.277 0.017
C 0.232667 -3.932995 -6.090646 0.484 -2.378 -0.505 -0.057
S -0.647813 -2.018636 -4.327016 -1.062 -0.170 -0.753 0.935
H -0.614622 -2.957757 -3.316100 0.534 0.053 -0.914 -0.095
H -2.411674 -1.905474 -6.689789 0.007 -0.449 -0.231 0.129
H -2.748190 -3.592036 -8.553450 0.544 0.005 0.467 0.146
H -1.253108 -5.559846 -8.716981 0.256 0.235 0.233 0.151
H 0.767297 -5.688619 -7.247799 0.196 0.177 0.055 0.137
H 1.096442 -4.036081 -5.442860 -0.105 0.079 -0.004 0.118
C -2.563838 -2.906063 2.013679 0.047 -0.212 0.204 -0.051
C -2.137660 -1.479080 2.261321 -0.405 0.313 0.085 -0.265
O -0.762508 -1.194760 1.893683 -0.396 0.002 0.010 -0.377
C 0.185077 -2.056129 2.559093 0.630 -0.536 -0.158 -0.264
C 0.221098 -1.877400 4.060226 -0.281 0.280 0.130 -0.042
H -2.308898 -3.243076 1.006849 -0.001 0.040 -0.024 0.083
H -3.648127 -2.995574 2.138184 0.192 0.053 0.015 0.104
H -2.091361 -3.577670 2.737503 -0.193 -0.006 -0.169 0.089
H -2.749092 -0.783153 1.675464 0.148 -0.054 -0.041 0.091
H -2.291877 -1.211573 3.316194 0.161 -0.013 -0.249 0.132
H -0.039326 -3.106517 2.324935 0.066 0.308 -0.109 0.121
H 1.149636 -1.811494 2.099067 -0.243 -0.155 0.101 0.095
H -0.731686 -2.178725 4.499431 0.133 -0.104 0.093 0.085
H 1.007366 -2.497882 4.504951 -0.143 0.117 -0.175 0.108
H 0.385318 -0.833768 4.342876 0.097 -0.143 -0.037 0.080
```
Positions in Å, forces in eV/Å.


Record 2
The following is a quantum chemistry calculation of an isolated molecule of C2H4NP at a distorted geometry, from the Open Molecules 2025 dataset.

Values from the calculation:
Frontier orbital gap ... 8.24 eV
SMILES ... PC1=NC1
Multiplicity ... 1
HOMO energy ... -0.2890 hartree
Energy relative to the best compared isomer or geometry (same formula, charge and spin) ... 80.1 kcal/mol
Electronic energy ... -474.54606 Eh

```
8
Properties=species:S:1:pos:R:3:forces:R:3:lowdin_charge:R:1
P -0.699284 1.319536 -0.200332 -0.359 0.259 -0.153 0.747
C -0.655800 -0.233353 0.640680 2.322 -1.513 -2.304 -0.410
N -0.236899 -1.422357 0.704194 -0.877 -1.486 1.584 -0.095
C 0.569600 -1.167704 -0.445481 -1.310 2.182 0.865 -0.133
H 0.577444 1.738433 0.178015 0.393 0.189 -0.088 -0.102
H -1.319591 2.010656 0.851355 -0.183 0.381 0.173 -0.133
H 0.193610 -1.444291 -1.411799 -0.144 -0.119 -0.188 0.063
H 1.570920 -0.800919 -0.316631 0.159 0.106 0.110 0.062
```
Positions in Å, forces in eV/Å.


> What is the energy relative to the best compared isomer or geometry (same formula, charge and spin) in the first record?

35.9 kcal/mol


What did the second record say?
The following is a quantum chemistry calculation of an isolated molecule of C2H4NP at a distorted geometry, from the Open Molecules 2025 dataset.

Values from the calculation:
Frontier orbital gap ... 8.24 eV
SMILES ... PC1=NC1
Multiplicity ... 1
HOMO energy ... -0.2890 hartree
Energy relative to the best compared isomer or geometry (same formula, charge and spin) ... 80.1 kcal/mol
Electronic energy ... -474.54606 Eh

```
8
Properties=species:S:1:pos:R:3:forces:R:3:lowdin_charge:R:1
P -0.699284 1.319536 -0.200332 -0.359 0.259 -0.153 0.747
C -0.655800 -0.233353 0.640680 2.322 -1.513 -2.304 -0.410
N -0.236899 -1.422357 0.704194 -0.877 -1.486 1.584 -0.095
C 0.569600 -1.167704 -0.445481 -1.310 2.182 0.865 -0.133
H 0.577444 1.738433 0.178015 0.393 0.189 -0.088 -0.102
H -1.319591 2.010656 0.851355 -0.183 0.381 0.173 -0.133
H 0.193610 -1.444291 -1.411799 -0.144 -0.119 -0.188 0.063
H 1.570920 -0.800919 -0.316631 0.159 0.106 0.110 0.062
```
Positions in Å, forces in eV/Å.


> Among the records above, which one has the highest electronic energy?

C2H4NP


> Which of these has the lowest electronic energy?

C21H47OP3STl